Density functional theory data (ωB97M-V with the def2-TZVPD basis set) for C32H38N4O2Pd as an isolated structure.

XYZ file:
```
77
C32H38N4O2Pd, DFT ωB97M-V with the def2-TZVPD basis set
Pd 0.124 -0.420 0.451
C -2.443 -0.636 -3.084
C -1.943 -1.728 -2.130
C -1.710 -3.024 -2.904
C -2.888 -1.877 -0.954
C -3.760 -2.950 -0.865
C -4.657 -3.057 0.187
C -4.670 -2.094 1.177
C -3.805 -1.007 1.143
C -3.824 -0.015 2.287
C -5.164 0.727 2.334
C -3.518 -0.705 3.621
C -2.914 -0.882 0.057
N -1.993 0.162 -0.009
C -2.311 1.457 -0.087
O -3.425 1.942 -0.273
C -1.100 2.356 -0.017
C -1.175 3.736 -0.127
C 0.005 4.467 -0.120
C 1.224 3.806 -0.032
C 1.207 2.427 0.076
N 0.069 1.745 0.103
C 2.450 1.578 0.129
O 3.575 2.054 0.182
N 2.139 0.278 0.039
C 2.886 -0.836 0.288
C 3.113 -1.813 -0.730
C 3.750 -2.987 -0.351
C 4.221 -3.195 0.936
C 4.034 -2.227 1.910
C 3.346 -1.065 1.624
C 3.062 -0.082 2.740
C 4.364 0.498 3.299
C 2.216 -0.745 3.835
C 2.757 -1.727 -2.221
C 4.044 -1.886 -3.047
C 2.026 -0.495 -2.761
H -1.774 -0.531 -3.942
H -2.511 0.325 -2.579
H -3.437 -0.896 -3.454
H -0.974 -1.409 -1.730
H -2.604 -3.315 -3.459
H -1.434 -3.845 -2.238
H -0.906 -2.883 -3.629
H -3.763 -3.714 -1.632
H -5.341 -3.896 0.235
H -5.359 -2.197 2.007
H -3.042 0.724 2.125
H -5.990 0.028 2.481
H -5.317 1.262 1.397
H -5.174 1.448 3.154
H -4.271 -1.455 3.866
H -3.500 0.032 4.426
H -2.543 -1.197 3.583
H -2.145 4.205 -0.216
H -0.022 5.546 -0.194
H 2.170 4.328 -0.046
H 3.896 -3.762 -1.094
H 4.737 -4.116 1.178
H 4.409 -2.398 2.911
H 2.476 0.746 2.348
H 4.997 -0.288 3.716
H 4.149 1.219 4.089
H 4.914 1.007 2.507
H 2.738 -1.593 4.281
H 1.271 -1.099 3.419
H 1.994 -0.026 4.625
H 2.119 -2.596 -2.428
H 4.713 -1.045 -2.853
H 3.805 -1.898 -4.111
H 4.578 -2.806 -2.812
H 2.630 0.401 -2.625
H 1.058 -0.343 -2.293
H 1.862 -0.630 -3.833
N 0.228 -3.435 0.624
C 0.015 -2.357 0.998
H 0.421 -4.352 0.278
```

Values from the calculation:
Spin multiplicity: 3
Orbital gap (spin up / spin down): 7.6444 / 5.1503 eV

Density functional theory data (ωB97M-V with the def2-TZVPD basis set) for a 14-piece molecular cluster, C8H24B2O28 overall.

XYZ file:
```
62
C8H24B2O28, DFT ωB97M-V with the def2-TZVPD basis set
O 1.856 1.684 1.765
C 1.283 1.045 0.891
O 1.646 0.017 0.338
B 0.413 -0.476 -0.402
O -0.642 0.479 -0.123
C -0.064 1.424 0.525
O -0.638 2.441 0.804
O 0.019 -1.806 -0.022
C -0.086 -2.532 -1.025
O -0.316 -3.759 -1.041
C 0.492 -1.842 -2.154
O 0.804 -0.704 -1.811
O 0.313 -2.126 -3.300
O -0.836 -3.524 2.263
C -1.194 -2.574 1.674
O -2.285 -2.511 1.080
B -2.899 -1.156 1.250
O -1.873 -0.444 2.028
C -0.850 -1.267 2.176
O 0.171 -0.982 2.758
O -4.177 -1.366 1.969
C -5.075 -0.790 1.269
O -6.288 -0.746 1.590
C -4.534 -0.354 0.007
O -3.219 -0.487 0.024
O -5.140 0.327 -0.799
O 2.863 0.620 3.331
H 2.066 1.139 2.945
H 3.420 1.025 3.942
O -3.399 2.545 0.876
H -2.533 2.478 0.419
H -3.706 3.483 0.492
O 1.002 3.763 -1.224
H 1.429 4.102 -0.404
H 0.230 4.223 -1.082
O 1.226 -2.631 -5.966
H 1.835 -1.938 -6.180
H 0.877 -2.400 -5.140
O 1.051 2.972 3.283
H 0.494 3.692 3.203
H 1.501 2.819 2.470
O 2.411 -3.258 0.910
H 2.636 -3.647 0.104
H 2.306 -2.387 0.870
O -1.016 -6.255 -0.724
H -0.712 -5.243 -1.084
H -1.335 -6.682 -1.553
O 3.981 3.710 0.055
H 4.372 3.620 -0.784
H 4.182 3.087 0.719
O 0.100 5.189 1.640
H -0.270 4.232 1.549
H 0.900 5.290 1.208
O -2.470 -1.374 -3.601
H -1.854 -2.006 -3.718
H -2.910 -1.707 -2.997
O 4.231 -0.761 1.164
H 4.510 -1.218 1.866
H 3.368 -0.433 1.361
O 0.406 1.973 -3.360
H 1.258 1.575 -3.654
H 0.652 2.438 -2.649
```

Values from the calculation:
Net charge: -2
Spin multiplicity: 1
Orbital gap: 8.3032 eV
Energy relative to the best compared isomer or geometry (same formula, charge and spin): 10.397 eV

Density functional theory data (ωB97M-V with the def2-TZVPD basis set) for C4H7NO2 as an isolated structure.

XYZ file:
```
14
C4H7NO2, DFT ωB97M-V with the def2-TZVPD basis set
O 1.904 1.482 0.280
N 1.626 0.529 -0.755
C 0.345 0.001 -0.391
C -0.266 -1.356 -0.634
C -1.396 -0.912 0.346
C -0.598 0.347 0.519
O -0.708 1.339 1.409
H 2.591 2.049 -0.097
H 0.353 -2.165 -0.239
H -0.571 -1.599 -1.655
H -1.444 -1.526 1.249
H -2.403 -0.825 -0.077
H 0.425 0.821 -1.329
H 0.140 1.814 1.374
```

Values from the calculation:
Spin multiplicity: 1
Orbital gap (spin up / spin down): 7.9653 / 7.9649 eV
Energy relative to the best compared isomer or geometry (same formula, charge and spin): 6.435 eV

Density functional theory data (ωB97M-V with the def2-TZVPD basis set) for a 16-piece molecular cluster, C21H77BrN2O18P2S overall.

XYZ file:
```
122
C21H77BrN2O18P2S, DFT ωB97M-V with the def2-TZVPD basis set
C -3.657 5.048 1.225
C -3.618 3.703 1.940
C -2.766 2.646 1.231
O -2.697 2.966 -0.164
C -1.880 2.174 -0.981
O -1.204 1.142 -0.283
C 0.185 1.160 -0.420
P 0.755 -0.602 -0.362
N 0.167 -1.391 0.872
P 0.991 2.070 1.007
O 2.571 1.928 0.650
Br 0.426 4.181 0.483
C -2.714 1.502 -2.070
N -3.831 0.765 -1.563
S -3.293 2.674 -3.336
H -4.465 5.123 0.512
H -2.710 5.289 0.762
H -3.828 5.833 1.955
H -4.627 3.347 2.106
H -3.170 3.863 2.911
H -3.273 1.692 1.326
H -1.799 2.629 1.709
H -1.174 2.839 -1.474
H 0.530 1.572 -1.373
H 2.156 -0.578 -0.246
H 0.392 -1.201 -1.588
H -0.461 -0.818 1.424
H 2.819 2.509 -0.097
H -2.041 0.797 -2.544
H -3.500 -0.081 -1.118
H -4.399 1.324 -0.939
H -2.311 3.588 -3.299
C -1.672 -3.794 -1.581
O -1.543 -2.582 -2.338
H -1.340 -4.614 -2.213
H -1.045 -3.751 -0.689
H -2.707 -3.958 -1.289
H -1.838 -1.865 -1.768
C 5.005 3.538 -2.047
O 3.626 3.550 -1.670
H 5.198 2.598 -2.556
H 5.224 4.362 -2.727
H 5.651 3.607 -1.170
H 3.450 4.388 -1.225
C -6.215 -2.354 -1.118
O -5.954 -1.426 -0.067
H -6.478 -3.302 -0.659
H -7.046 -2.014 -1.741
H -5.330 -2.498 -1.743
H -5.721 -0.587 -0.474
C 3.891 5.564 2.634
O 2.901 4.540 2.513
H 3.386 6.522 2.654
H 4.462 5.440 3.558
H 4.575 5.544 1.780
H 3.357 3.692 2.493
C -6.336 4.263 -1.938
O -6.236 5.275 -0.937
H -6.668 3.350 -1.449
H -7.068 4.540 -2.702
H -5.369 4.080 -2.410
H -5.943 6.084 -1.368
C 1.638 -5.052 -0.102
O 1.766 -3.844 -0.854
H 1.950 -5.882 -0.731
H 2.270 -5.019 0.790
H 0.597 -5.198 0.198
H 1.476 -3.121 -0.288
C 2.570 -9.201 -1.766
O 3.083 -7.870 -1.740
H 1.815 -9.282 -0.987
H 2.120 -9.414 -2.732
H 3.366 -9.924 -1.567
H 3.747 -7.800 -2.435
C -3.030 -3.118 1.646
O -3.487 -4.284 0.970
H -3.009 -2.302 0.927
H -3.708 -2.848 2.462
H -2.020 -3.259 2.041
H -3.506 -5.005 1.610
C 3.428 9.320 3.746
O 3.815 8.796 2.471
H 3.520 8.517 4.475
H 4.071 10.149 4.036
H 2.388 9.657 3.717
H 3.730 9.507 1.829
C -4.473 -7.563 3.839
O -4.390 -6.340 3.112
H -4.124 -8.358 3.186
H -3.842 -7.533 4.730
H -5.504 -7.772 4.131
H -4.701 -5.633 3.687
C 5.612 12.646 5.449
O 4.375 12.002 5.150
H 6.110 12.858 4.507
H 5.446 13.586 5.981
H 6.254 11.999 6.053
H 3.936 11.817 5.986
C 1.984 -11.810 -4.719
O 2.507 -10.485 -4.727
H 1.231 -11.861 -3.937
H 1.516 -12.052 -5.677
H 2.768 -12.540 -4.504
H 3.175 -10.436 -5.418
C 3.528 -5.015 -3.122
O 3.707 -6.046 -4.101
H 3.875 -5.390 -2.165
H 4.113 -4.134 -3.399
H 2.476 -4.747 -3.038
H 3.392 -5.704 -4.942
C -1.597 6.640 -2.221
O -1.976 5.305 -2.540
H -1.640 7.237 -3.128
H -2.285 7.064 -1.484
H -0.577 6.666 -1.828
H -1.935 4.799 -1.721
C 4.794 -6.280 2.525
O 4.950 -7.301 1.545
H 5.129 -6.684 3.477
H 5.400 -5.405 2.277
H 3.744 -5.989 2.614
H 4.648 -6.956 0.697
```

Values from the calculation:
Spin multiplicity: 1
Orbital gap: 8.9276 eV

Density functional theory data (ωB97M-V with the def2-TZVPD basis set) for a 6-piece molecular cluster, C2H18NO5 overall.

XYZ file:
```
26
C2H18NO5, DFT ωB97M-V with the def2-TZVPD basis set
C -0.965 -1.564 1.371
N 0.344 -0.816 1.447
C 0.525 -0.219 2.811
H -1.101 -2.016 0.339
H -0.912 -2.413 2.034
H -1.752 -0.821 1.580
H 0.295 0.000 0.817
H 1.191 -1.261 1.025
H 0.289 -0.817 3.664
H -0.040 0.776 2.949
H 1.518 0.255 2.872
H -0.207 1.184 -3.442
H 1.119 0.216 -3.192
O 0.749 1.075 -3.425
H -1.493 -0.212 -1.996
H -1.259 -1.187 -3.266
O -0.895 -0.680 -2.556
H 0.289 2.605 -0.750
H 0.566 1.360 -1.694
O 0.560 1.576 -0.760
H 2.063 0.132 -0.402
H 2.994 -1.048 -0.806
O 2.672 -0.537 -0.049
H -2.885 1.380 0.790
H -1.703 1.877 0.030
O -1.965 1.156 0.609
```

Values from the calculation:
Net charge: +1
Spin multiplicity: 1
Orbital gap: 11.8467 eV
Energy relative to the best compared isomer or geometry (same formula, charge and spin): 1.700 eV

Density functional theory data (ωB97M-V with the def2-TZVPD basis set) for the molecule C4H7NS2.

XYZ file:
```
14
C4H7NS2, DFT ωB97M-V with the def2-TZVPD basis set
C 0.526 0.295 1.698
C 0.136 -0.126 0.500
C -0.032 -1.636 0.251
N 0.161 0.730 -0.651
S 1.608 0.862 -1.642
C -1.010 1.408 -0.961
S -2.340 1.308 -0.004
H 0.764 1.326 2.041
H 0.377 -0.409 2.616
H -1.121 -1.808 0.125
H 0.532 -1.956 -0.673
H 0.171 -2.157 1.155
H 1.228 0.076 -2.681
H -0.998 2.089 -1.775
```

Values from the calculation:
Spin multiplicity: 1
Orbital gap: 8.7534 eV
SMILES: C=C(C)N(S)C=S
Energy relative to the best compared isomer or geometry (same formula, charge and spin): 1.726 eV

Number 1: energy -1739.54234 a.u.. Number 2: energy -2475.99598 a.u.. Number 3: energy -361.64439 a.u.. Number 4: energy -5964.72703 a.u.. Number 5: energy -517.68837 a.u.. Number 6: energy -1007.67081 a.u..